No. 1
Density functional theory data (ωB97M-V with the def2-TZVPD basis set) for a structure of composition C7H16N3O2.

E_LUMO = -2.70 eV
Kohn-Sham gap = 10.52 eV
charge = +1
E_tot = -16075.1545 eV

```
28
C7H16N3O2 ωB97M-V with the def2-TZVPD basis set
C 1.844 -0.548 -0.787
C -1.550 1.416 -1.503
C 3.192 0.011 -1.090
C -1.505 0.712 1.749
C -1.415 -1.534 0.897
C 0.521 -0.460 1.838
C -0.435 0.092 -0.487
N -1.211 1.265 -2.796
N 0.891 0.496 -0.533
N -0.738 -0.234 1.006
O 1.537 -1.717 -0.833
O -2.323 2.087 -0.848
H 3.230 0.886 -0.340
H 3.249 0.404 -2.161
H 3.981 -0.754 -0.939
H -1.124 1.672 2.092
H -2.428 0.783 1.172
H -1.663 0.181 2.750
H -0.563 -2.214 0.490
H -1.952 -1.889 1.823
H -2.161 -1.543 0.110
H 1.223 0.367 1.951
H 0.195 -0.743 2.861
H 1.245 -1.222 1.375
H -0.611 -0.795 -1.121
H -0.658 0.381 -3.043
H -1.996 1.474 -3.372
H 1.227 1.427 -0.259
```

Mulliken atomic charge list, values in e, 2 entries: C 0.56; C 0.70

---

No. 2
Density functional theory data (ωB97M-V with the def2-TZVPD basis set) for the ion C7H16N4O with charge +2.

SMILES string = CN(C)N(C)CCC#[N+]C(=[NH2+])O
E_LUMO (spin up / spin down) = -8.70 / -8.74 eV
Kohn-Sham gap (spin up / spin down) = 7.44 / 7.32 eV
charge = +2
E_tot = -15504.4791 eV

```
28
C7H16N4O ωB97M-V with the def2-TZVPD basis set
C -1.135 0.039 -0.434
C -3.530 0.331 0.419
C 2.425 0.666 1.244
C 0.910 1.825 -0.366
C 0.986 -1.679 0.681
C -0.850 -0.543 -1.770
C 0.617 -0.830 -1.499
N -2.216 0.128 0.219
N -4.352 -0.625 0.979
N 1.349 0.617 0.320
N 0.795 -0.483 -0.033
O -4.063 1.472 0.185
H 3.116 1.608 1.205
H 2.135 0.714 2.330
H 3.135 -0.204 1.224
H -0.144 1.632 -0.333
H 1.231 2.507 0.361
H 1.228 1.984 -1.437
H 1.921 -2.232 0.438
H 0.950 -1.446 1.760
H 0.243 -2.399 0.392
H -1.202 0.086 -2.582
H -1.310 -1.468 -1.903
H 1.019 -1.819 -1.719
H 1.371 -0.098 -2.130
H -4.339 -1.594 0.889
H -5.304 -0.190 1.108
H -3.466 2.238 -0.112
```

Mulliken atomic charge list, values in e, 2 entries: C 0.11; C 0.56

---

No. 3
Density functional theory data (ωB97M-V with the def2-TZVPD basis set) for an isolated molecule of C7H16N4O2.

SMILES string = CC(C)(C)N(CC(=O)O)N=C(N)N
E_LUMO = 0.66 eV
Kohn-Sham gap = 9.10 eV
E_tot = -17571.1373 eV

```
29
C7H16N4O2 ωB97M-V with the def2-TZVPD basis set
C -0.993 -1.405 2.032
C -0.518 2.127 0.694
C 0.963 -2.336 -0.601
C -0.345 -0.569 -2.219
C 1.875 -0.049 -1.364
C -1.283 -0.818 0.637
C 0.580 -0.840 -1.015
N -0.010 1.284 -0.161
N -0.597 3.531 0.474
N -0.936 1.873 2.007
N 0.139 -0.038 0.187
O -1.849 -2.028 2.611
O 0.248 -1.154 2.363
H 1.561 -2.684 -1.330
H 1.541 -2.203 0.350
H 0.082 -2.900 -0.652
H -0.020 0.281 -2.726
H -1.309 -0.333 -1.791
H -0.262 -1.405 -2.938
H 1.476 0.865 -1.484
H 2.700 -0.154 -0.656
H 2.346 -0.547 -2.193
H -2.224 -0.103 0.758
H -1.660 -1.517 -0.039
H -0.604 3.810 -0.455
H -0.203 4.268 1.012
H -0.398 1.072 2.217
H -1.082 2.652 2.609
H 0.783 -0.680 1.673
```

Mulliken atomic charge list, values in e, 2 entries: C 0.42; C 0.33

---

Molar mass: 174.22, 172.23, 188.23 (g/mol)
Maximum force: 0.08883, 0.10923, 0.09828 (hartree/bohr)
Relative energy (zero: lowest compared OMol25 entry of this formula, charge and spin): 42.5, 85.4, 85.3 (kcal per mole)